# 1
Computed, not measured: C30H56F2N11O13P2RbS2 as an isolated structure at a distorted geometry, with ωB97M-V/def2-TZVPD.

The geometry in ORCA input format:
```
! RIJCOSX wB97M-V def2-TZVPD def2/J DEFGRID3
* xyz 0 1
Rb 1.049 -0.685 0.534
N 3.132 1.148 3.253
H 3.271 2.070 3.640
H 3.468 0.530 3.977
H 3.639 0.792 2.455
H 2.141 1.093 3.062
N 4.556 0.029 1.385
S 4.738 0.662 0.011
O 4.112 0.162 -1.232
O 5.908 1.501 -0.210
F 3.718 1.888 0.313
S 5.949 -0.942 1.341
O 7.147 -0.363 1.913
O 6.134 -1.818 0.204
F 5.419 -2.040 2.432
O 0.537 1.162 2.507
H -0.137 1.813 2.783
C -0.737 3.787 -0.634
C -1.596 4.617 -1.302
C -1.082 5.493 -2.263
C 0.256 5.467 -2.541
C 1.113 4.605 -1.941
C 0.646 3.770 -0.911
N 0.761 6.435 -3.605
O 1.610 6.016 -4.383
O 0.180 7.470 -3.748
H -1.124 3.112 0.115
H -2.652 4.604 -1.076
H -1.707 6.190 -2.802
H 2.177 4.587 -2.126
H 1.379 3.167 -0.395
C 0.359 3.354 5.466
C 0.257 4.389 6.423
C -0.976 4.753 6.930
C -2.151 4.151 6.563
C -2.072 3.148 5.548
C -0.827 2.768 5.026
N -3.460 4.350 7.302
O -3.433 5.198 8.181
O -4.481 3.712 6.949
H 1.292 3.007 5.047
H 1.228 4.740 6.740
H -0.899 5.488 7.717
H -2.883 2.672 5.018
H -0.857 2.121 4.162
C -4.599 3.386 0.985
C -5.165 2.736 -0.058
C -4.691 1.509 -0.410
C -3.780 0.849 0.391
C -3.406 1.422 1.627
C -3.743 2.743 1.901
N -3.258 -0.500 0.027
O -2.392 -1.054 0.741
O -3.740 -0.976 -1.034
H -4.737 4.457 1.021
H -5.818 3.262 -0.739
H -5.024 1.102 -1.354
H -2.833 0.934 2.401
H -3.367 3.068 2.861
O 1.181 -3.514 0.169
P 1.006 -4.864 0.791
N 1.841 -4.894 2.322
C 3.267 -4.880 2.257
C 1.277 -4.258 3.460
N 1.614 -6.277 -0.107
C 1.050 -6.452 -1.455
C 1.955 -7.628 0.515
N -0.628 -5.286 1.110
C -1.068 -6.572 1.750
C -1.703 -4.727 0.217
H 3.783 -5.216 3.156
H 3.525 -3.854 1.994
H 3.620 -5.514 1.443
H 0.232 -4.540 3.589
H 1.179 -3.191 3.262
H 1.876 -4.458 4.348
H 1.627 -7.173 -2.034
H -0.019 -6.658 -1.513
H 1.115 -5.496 -1.975
H 2.892 -7.763 1.054
H 1.093 -7.993 1.074
H 2.041 -8.369 -0.279
H -0.299 -6.893 2.454
H -1.931 -6.252 2.334
H -1.216 -7.271 0.927
H -2.724 -4.865 0.575
H -1.807 -5.327 -0.687
H -1.570 -3.710 -0.153
O -0.240 0.698 -2.102
P -0.305 0.399 -3.527
N -0.799 -1.184 -3.893
C -1.529 -1.894 -2.856
C -1.031 -1.737 -5.291
N 1.121 0.742 -4.464
C 1.594 2.090 -4.750
C 2.227 -0.260 -4.574
N -1.518 1.278 -4.327
C -1.480 1.523 -5.805
C -2.253 2.339 -3.590
H -2.576 -1.590 -2.837
H -0.977 -1.635 -1.953
H -1.508 -2.975 -2.999
H -1.962 -1.295 -5.645
H -1.275 -2.797 -5.211
H -0.232 -1.463 -5.980
H 2.060 2.128 -5.735
H 0.796 2.826 -4.652
H 2.253 2.252 -3.897
H 2.607 -0.375 -5.589
H 3.095 0.126 -4.039
H 1.815 -1.134 -4.069
H -2.471 1.832 -6.137
H -0.758 2.310 -6.026
H -1.167 0.621 -6.329
H -3.151 2.540 -4.174
H -1.760 3.286 -3.815
H -2.331 2.135 -2.522
*
```

Computed properties:
HOMO level	-8.38	eV
electronic energy	-121356.08521	eV
Kohn-Sham gap	7.25	eV

***

# 2
Computed, not measured: C30H59AlBBeCl5F4N2NaO17PS2 as an isolated structure at a distorted geometry, with ωB97M-V/def2-TZVPD.

The geometry in ORCA input format:
```
! RIJCOSX wB97M-V def2-TZVPD def2/J DEFGRID3
* xyz 2 1
C 2.683 -1.137 -1.525
C 3.901 -1.934 -2.163
C 3.878 -1.911 -3.759
C 3.890 -3.356 -4.378
C 2.410 -3.879 -4.824
C 2.343 -5.436 -4.512
C 0.887 -6.030 -4.347
C 0.040 -5.355 -3.175
P 0.042 -6.310 -1.508
C -1.727 -7.072 -1.795
O -2.746 -6.134 -1.935
C -3.176 -5.579 -0.672
C -3.237 -3.994 -0.874
O -4.559 -3.482 -0.740
C -4.808 -2.347 -1.583
C -5.880 -2.800 -2.671
O -6.440 -1.720 -3.410
C -5.460 -0.977 -4.143
C -4.695 -1.797 -5.261
C 1.816 -5.701 -1.013
C 2.849 -6.900 -0.942
C 4.345 -6.349 -1.089
Cl 2.601 -7.955 0.528
H 2.470 -0.262 -2.188
H 2.917 -0.802 -0.475
H 1.803 -1.838 -1.493
H 3.881 -2.981 -1.747
H 4.839 -1.456 -1.756
H 4.843 -1.406 -4.064
H 3.065 -1.245 -4.164
H 4.284 -4.064 -3.553
H 4.542 -3.480 -5.288
H 1.658 -3.260 -4.273
H 2.263 -3.650 -5.920
H 2.819 -5.973 -5.437
H 2.953 -5.771 -3.598
H 0.340 -5.789 -5.308
H 0.922 -7.151 -4.292
H 0.427 -4.318 -2.940
H -0.990 -5.192 -3.603
H -0.467 -5.121 -0.861
H 0.030 -6.977 -0.188
H 0.608 -7.504 -2.142
H -1.643 -7.793 -2.660
H -1.976 -7.719 -0.899
H -4.216 -5.917 -0.391
H -2.443 -5.767 0.166
H -2.516 -3.473 -0.168
H -2.870 -3.771 -1.925
H -3.890 -1.886 -2.034
H -5.302 -1.547 -0.953
H -5.501 -3.652 -3.307
H -6.730 -3.237 -2.068
H -6.031 -0.165 -4.685
H -4.733 -0.416 -3.485
H -5.012 -1.538 -6.309
H -3.593 -1.556 -5.175
H -4.779 -2.909 -5.164
H 1.755 -5.272 0.032
H 2.242 -4.934 -1.710
H 2.703 -7.566 -1.842
H 4.364 -5.228 -1.233
H 5.018 -6.672 -0.253
H 4.795 -6.775 -2.040
Na 4.589 -5.919 -4.705
O -0.953 -0.072 -0.776
S -0.770 -0.007 0.648
O -0.491 -1.184 1.426
O -2.019 0.759 1.297
C -3.335 0.240 1.048
C -3.596 -1.042 1.819
C 0.465 1.199 1.016
H -3.490 0.095 -0.021
H -4.043 1.002 1.374
H -2.943 -1.848 1.481
H -4.628 -1.371 1.685
H -3.404 -0.895 2.884
H 0.253 2.108 0.461
H 1.426 0.789 0.711
H 0.468 1.386 2.089
Be 4.475 -9.108 0.579
C 2.780 5.511 0.590
C 2.396 4.314 1.208
C 1.847 4.493 2.615
O 1.397 3.586 3.287
C 1.871 5.840 3.195
C 2.267 7.036 2.585
C 2.716 6.873 1.139
O 3.028 7.795 0.418
O 2.281 8.154 3.085
O 2.454 3.182 0.737
H 3.174 5.476 -0.420
H 1.526 5.868 4.226
B -4.245 2.552 -2.087
F -3.961 1.780 -3.212
F -3.064 3.316 -1.714
F -5.321 3.481 -2.397
F -4.625 1.731 -1.028
N 4.422 5.798 5.224
H 3.892 6.494 4.692
H 5.424 5.968 5.106
H 4.179 5.872 6.217
H 4.193 4.862 4.885
N 5.032 7.162 8.900
O 6.245 7.069 8.690
O 4.238 6.419 8.243
O 4.595 7.951 9.722
Al -3.978 4.875 -2.468
C -4.341 9.204 -3.854
Cl -3.100 8.005 -3.433
Cl -3.633 10.827 -3.813
Cl -4.956 8.867 -5.481
Cl -5.671 9.107 -2.686
C 0.020 8.041 10.198
C -0.469 8.899 9.047
O 0.545 8.779 8.046
S 1.206 7.306 8.135
O 0.587 6.471 7.155
O 2.631 7.445 8.231
O 0.628 6.900 9.581
H 0.784 8.559 10.782
H -0.790 7.732 10.856
H -0.608 9.940 9.333
H -1.403 8.510 8.632
*
```

Computed properties:
HOMO level	-10.14	eV
electronic energy	-186353.01924	eV
Kohn-Sham gap	0.85	eV

***

# 3
Computed, not measured: C30H59Cl2N2O7SSb2ScSi as an isolated structure at a distorted geometry, with ωB97M-V/def2-TZVPD.

The geometry in ORCA input format:
```
! RIJCOSX wB97M-V def2-TZVPD def2/J DEFGRID3
* xyz 0 1
Sc 0.724 -0.374 -0.352
C -2.920 3.688 -0.543
C -3.013 2.207 -0.184
C -2.777 1.996 1.311
C -4.395 1.686 -0.565
O -1.990 1.455 -0.876
Si -1.697 1.340 -2.509
S -0.035 0.079 -2.708
O -3.017 0.831 -3.334
C -3.547 -0.441 -3.724
C -5.018 -0.211 -4.026
C -3.394 -1.461 -2.598
C -2.811 -0.923 -4.968
O -1.444 2.875 -3.008
C -1.023 3.453 -4.252
C 0.363 4.041 -4.038
C -2.031 4.545 -4.578
C -0.988 2.423 -5.377
H -3.584 4.268 0.100
H -3.206 3.847 -1.583
H -1.901 4.054 -0.428
H -3.235 2.801 1.887
H -1.707 1.978 1.527
H -3.208 1.051 1.645
H -5.156 2.233 -0.004
H -4.482 0.625 -0.322
H -4.581 1.816 -1.632
H -5.551 0.092 -3.122
H -5.475 -1.123 -4.415
H -5.125 0.579 -4.771
H -3.906 -1.093 -1.704
H -2.338 -1.614 -2.368
H -3.834 -2.415 -2.894
H -2.973 -0.231 -5.797
H -3.169 -1.911 -5.263
H -1.740 -0.982 -4.769
H 0.345 4.770 -3.226
H 0.709 4.537 -4.948
H 1.068 3.248 -3.781
H -2.071 5.275 -3.767
H -3.024 4.109 -4.706
H -1.753 5.061 -5.500
H -0.313 1.601 -5.129
H -0.639 2.896 -6.297
H -1.985 2.011 -5.548
C 4.457 -3.516 0.303
Sb 2.692 -2.945 1.370
C 1.765 -4.862 1.181
C 3.640 -3.432 3.284
C 2.656 -3.886 4.331
C 2.343 -5.245 4.412
C 1.375 -5.725 5.279
C 0.699 -4.836 6.102
C 1.032 -3.492 6.066
C 2.013 -2.993 5.205
C 2.370 -1.540 5.282
Sb 1.583 -0.274 3.663
C 0.567 1.045 5.032
C -0.216 -1.452 3.498
H 4.656 -4.561 0.537
H 5.290 -2.896 0.628
H 4.312 -3.402 -0.771
H 2.508 -5.632 1.382
H 1.379 -4.980 0.168
H 0.948 -4.957 1.896
H 4.193 -2.543 3.590
H 4.352 -4.224 3.048
H 2.885 -5.940 3.781
H 1.158 -6.785 5.317
H -0.062 -5.189 6.786
H 0.538 -2.802 6.742
H 3.451 -1.396 5.267
H 1.986 -1.114 6.210
H 0.199 0.464 5.878
H -0.273 1.531 4.534
H 1.249 1.814 5.398
H -0.545 -1.706 4.505
H -0.054 -2.377 2.943
H -0.989 -0.863 3.003
C 3.051 2.623 1.368
C 1.654 2.438 0.774
C 0.646 3.129 1.682
C 1.605 3.042 -0.620
O 1.299 1.055 0.696
H 3.153 3.644 1.742
H 3.831 2.455 0.629
H 3.206 1.933 2.198
H 0.893 4.187 1.792
H 0.649 2.663 2.671
H -0.357 3.050 1.266
H 1.999 4.061 -0.614
H 0.581 3.060 -0.999
H 2.208 2.445 -1.308
O 1.885 -3.451 -2.117
N 1.500 -2.498 -1.520
O 2.176 -1.399 -1.468
O 0.405 -2.471 -0.868
Cl 5.289 1.907 -2.258
C 4.812 0.236 -1.919
Cl 4.465 -0.018 -0.201
H 5.628 -0.416 -2.199
H 3.913 0.013 -2.478
N -2.314 -1.917 0.373
C -1.418 -1.196 0.441
H -3.070 -2.554 0.233
*
```

Computed properties:
HOMO level	-7.87	eV
electronic energy	-126917.87879	eV
Kohn-Sham gap	8.03	eV

***

# 4
Computed, not measured: a 2-piece molecular cluster, C30H59IN3O3 overall at a distorted geometry, with ωB97M-V/def2-TZVPD.

The geometry in ORCA input format:
```
! RIJCOSX wB97M-V def2-TZVPD def2/J DEFGRID3
* xyz 1 1
C 1.724 1.194 4.018
C 0.885 1.126 3.001
C -0.355 1.974 2.983
N -1.354 1.511 2.000
C -2.623 1.977 2.234
N -3.310 1.698 3.319
C -4.606 2.327 3.529
O -5.477 1.911 2.515
C -6.542 2.825 2.280
C -2.850 0.729 4.343
C -2.672 1.405 5.714
C -3.806 -0.459 4.395
C -3.211 -1.600 5.241
N -3.085 2.716 1.202
C -2.492 2.008 0.006
C -2.750 2.785 -1.279
C -1.877 2.433 -2.495
C -1.473 0.962 -2.623
C -1.002 0.637 -4.042
C -0.179 -0.645 -4.126
C -1.050 -1.903 -4.111
C -0.310 -3.259 -4.093
C 1.148 -3.253 -4.554
C 2.146 -2.938 -3.424
C 3.296 -2.022 -3.850
C 4.175 -2.607 -4.959
C 5.386 -3.402 -4.451
C 6.640 -2.567 -4.196
C 6.612 -1.707 -2.931
C 8.009 -1.281 -2.466
C -1.075 1.734 0.536
C -0.020 2.779 0.209
C 1.317 2.173 -0.131
O 1.549 1.027 -0.234
I 2.831 3.649 -0.484
H 1.513 1.842 4.862
H 2.621 0.597 4.075
H 1.040 0.412 2.203
H -0.797 1.930 3.974
H -0.117 3.026 2.816
H -4.962 2.010 4.508
H -4.499 3.417 3.540
H -6.173 3.763 1.852
H -7.219 2.355 1.575
H -7.084 3.053 3.199
H -1.895 0.327 4.025
H -1.720 1.128 6.166
H -3.458 1.115 6.407
H -2.681 2.492 5.632
H -3.983 -0.805 3.376
H -4.767 -0.153 4.807
H -2.156 -1.421 5.458
H -3.712 -1.684 6.201
H -3.272 -2.549 4.718
H -4.092 2.798 1.134
H -3.016 1.052 -0.052
H -3.785 2.581 -1.558
H -2.708 3.855 -1.065
H -2.451 2.700 -3.383
H -0.980 3.051 -2.531
H -2.294 0.307 -2.325
H -0.609 0.775 -1.981
H -0.384 1.476 -4.375
H -1.856 0.601 -4.723
H 0.417 -0.615 -5.039
H 0.525 -0.657 -3.291
H -1.675 -1.843 -3.216
H -1.713 -1.842 -4.976
H -0.351 -3.657 -3.077
H -0.882 -3.954 -4.707
H 1.366 -4.246 -4.948
H 1.301 -2.562 -5.384
H 1.605 -2.437 -2.617
H 2.555 -3.867 -3.023
H 3.907 -1.788 -2.978
H 2.854 -1.079 -4.185
H 4.554 -1.796 -5.585
H 3.584 -3.249 -5.612
H 5.639 -4.143 -5.212
H 5.129 -3.961 -3.547
H 6.832 -1.933 -5.064
H 7.487 -3.254 -4.112
H 6.117 -2.276 -2.142
H 5.994 -0.824 -3.108
H 8.355 -1.922 -1.656
H 8.737 -1.340 -3.273
H 8.009 -0.262 -2.082
H -0.770 0.774 0.130
H -0.312 3.336 -0.681
H 0.131 3.532 0.975
C 0.475 -1.709 6.207
O -0.028 -0.389 6.401
H 0.134 -2.304 7.049
H 0.094 -2.155 5.284
H 1.567 -1.722 6.189
H 0.264 0.154 5.664
*
```

Computed properties:
HOMO level	-11.98	eV
electronic energy	-50773.76541	eV
Kohn-Sham gap	9.77	eV